Arrangement P

Entry from the Open Molecules 2025 dataset: a 3-piece molecular cluster, C2H5NOS3 overall (ωB97M-V/def2-TZVPD).

**Frontier orbital gap**: 8.52 eV
**2S+1**: 1

Last column: Löwdin charge in e.
Atoms and positions in Å:
S -1.74363 -0.73361 -1.21676  0.616
S -0.93437 -2.23661 1.15566  0.699
S -1.22892 2.84192 -1.47038  0.571
O 1.90484 0.09566 -0.66005  0.125
N 1.93580 -1.37703 1.12853  0.192
C 1.83636 -0.63781 0.23642  -0.515
C -0.80474 -0.81992 0.26085  -0.960
H -0.86665 3.18571 -0.21484  -0.161
H -0.24594 -1.69983 2.15702  -0.143
H -0.00701 2.62493 -1.71439  -0.245
H -1.43048 0.62372 -1.55718  -0.215
H 1.58474 -1.86712 1.89512  0.036

Arrangement Q

Entry from the Open Molecules 2025 dataset: one molecule with the formula C2H5NOS3 (ωB97M-V/def2-TZVPD).

**SMILES string**: NC(=O)C(S)(S)S
**Frontier orbital gap**: 9.38 eV
**2S+1**: 1

Last column: Löwdin charge in e.
Atoms and positions in Å:
S -0.04806 -1.55248 -1.34024  0.634
S -1.82582 0.68763 -0.62494  0.698
S 1.05382 1.44850 -1.43629  0.643
O 1.64162 -0.34542 0.95635  -0.016
N -0.29455 0.17713 1.95645  0.145
C -0.17944 0.18447 -0.68688  -1.376
C 0.50545 0.05018 0.93618  -0.672
H -1.28568 0.30484 1.89835  0.061
H 1.49316 0.63210 -2.44882  -0.132
H -2.08227 0.18735 -1.80881  -0.137
H 0.05955 0.26215 2.99056  0.186
H 0.96222 -2.03644 -0.39192  -0.035

Quick one: most stable of them? arrangement Q

Arrangement P

Entry from the Open Molecules 2025 dataset: one molecule with the formula CH2BrNO (ωB97M-V/def2-TZVPD).

**SMILES string**: NC(=O)Br
**Frontier orbital gap**: 9.75 eV
**2S+1**: 1

Last column: Löwdin charge in e.
Atoms and positions in Å:
Br 2.26301 -0.79241 -0.03252  0.220
O 0.53821 1.62319 -0.04806  0.078
N -0.76765 -0.31253 -0.07713  0.124
C 0.30877 0.47035 -0.12897  -0.679
H -0.82924 -1.32562 0.13247  0.133
H -1.51310 0.33702 0.15422  0.124

Arrangement Q

Entry from the Open Molecules 2025 dataset: one molecule with the formula CH2BrNO (ωB97M-V/def2-TZVPD).

**SMILES string**: NC(=O)Br
**Frontier orbital gap**: 11.47 eV
**2S+1**: 1

Last column: Löwdin charge in e.
Atoms and positions in Å:
Br -0.51819 0.93944 -1.70079  0.786
O -0.40199 1.32577 1.03079  0.059
N 0.06804 -0.80418 0.17398  0.033
C -0.30695 0.60073 0.12102  -0.983
H 0.65627 -1.02980 1.02034  0.124
H 0.50282 -1.03195 -0.64534  -0.019

Quick one: most stable of them? arrangement Q

Arrangement P

Entry from the Open Molecules 2025 dataset: an isolated ion of composition C13H18N and charge +1 (ωB97M-V/def2-TZVPD).

**Frontier orbital gap**: 8.89 eV
**Total charge**: +1
**2S+1**: 1

Last column: Löwdin charge in e.
Atoms and positions in Å:
N -0.92837 0.75621 0.44180  -0.132
C 0.25096 0.03386 -1.48524  -0.121
C -0.95373 0.84969 -1.03481  -0.114
C -1.52593 -0.64432 0.66296  -0.210
C -0.20432 -1.31430 1.20511  0.044
C -1.37756 -0.83840 -2.82536  -0.079
C 0.55955 0.08448 0.89908  -0.226
C -0.04254 -0.85960 -2.41523  -0.039
C 2.45824 -1.10298 -0.49309  0.005
C -2.22335 -1.18020 -0.51734  0.216
C -2.03127 -0.17817 -1.52018  -0.234
C -1.44471 1.91976 1.03054  0.003
C 1.36129 0.08191 -0.42377  -0.195
C 1.14834 0.57061 2.20952  -0.008
H -2.98265 0.16057 -1.59172  0.128
H -2.37146 2.02012 0.54303  0.104
H 1.45212 1.65603 2.20342  0.115
H -0.32854 -1.43633 2.30502  0.134
H 1.99120 1.01535 -0.52039  0.163
H 0.75892 -1.49479 -2.81018  0.148
H -0.99303 1.87079 -1.32439  0.160
H -1.72886 1.96564 2.10222  0.135
H -1.55912 -0.14937 -3.59877  0.122
H 2.10194 0.12258 2.48216  0.106
H -2.34842 -0.57328 1.36184  0.159
H 0.49699 0.50656 3.00301  0.056
H -0.71779 2.65365 0.79784  0.111
H 0.02139 -2.18722 0.71733  0.086
H 3.20931 -0.98335 0.34354  0.107
H 2.93826 -0.88393 -1.44898  0.091
H 1.92398 -1.96624 -0.44216  0.029
H -1.83800 -1.80231 -2.99335  0.135

Arrangement Q

Entry from the Open Molecules 2025 dataset: a 2-piece molecular cluster, C13H18N overall (ωB97M-V/def2-TZVPD).

**Frontier orbital gap**: 8.66 eV
**Total charge**: +1
**2S+1**: 1

Last column: Löwdin charge in e.
Atoms and positions in Å:
N 2.09543 0.23484 -0.74440  0.186
C 0.90238 -1.27637 1.20584  -0.213
C 1.66303 2.57366 0.61936  0.005
C 1.60485 1.12884 0.35222  -0.088
C 0.32101 -3.57338 1.34763  -0.073
C 1.34691 -0.14607 0.50008  -0.073
C -1.60613 1.00447 -1.19233  -0.245
C -0.40788 -3.37342 2.54808  0.014
C 0.87297 -2.56386 0.62993  -0.030
C -0.27951 -2.05471 3.07560  -0.058
C 0.37085 -1.06461 2.47468  -0.050
C -0.89496 0.11661 -2.14450  -0.220
C -2.16310 0.22560 -0.01887  -0.080
C 0.10092 0.45809 -2.85530  -0.066
H 0.46189 -4.59159 0.91158  0.129
H 1.60136 0.09900 -1.60811  0.061
H 2.64880 2.85805 0.92997  0.089
H 0.77915 2.81447 1.27211  0.123
H -2.63781 0.96514 0.59229  0.069
H 2.96757 -0.40420 -0.73016  0.210
H 1.43345 -2.84582 -0.33996  0.154
H 0.56453 -0.17991 2.97877  0.115
H -1.27869 -0.86282 -2.23999  0.110
H -0.85124 1.77632 -0.90335  0.112
H -0.69652 -1.99780 4.10387  0.134
H -2.53266 1.36616 -1.55664  0.108
H -2.80650 -0.53830 -0.25298  0.047
H 0.36415 -0.30157 -3.65072  0.100
H 1.42945 3.21623 -0.23106  0.092
H 0.55877 1.52243 -2.98249  0.126
H -1.18342 -0.23098 0.61551  0.117
H -0.86891 -4.10155 3.13072  0.093

Quick one: most stable of them? arrangement Q

Arrangement P

Entry from the Open Molecules 2025 dataset: an isolated ion of composition C4H11N2S and charge -1 (ωB97M-V/def2-TZVPD).

**SMILES string**: C[C@H](C[S-])NCN
**Frontier orbital gap**: 5.96 eV
**Total charge**: -1
**2S+1**: 1

Last column: Löwdin charge in e.
Atoms and positions in Å:
S 3.35197 0.88989 0.49914  0.110
N -2.22672 -1.92270 -0.28979  -0.046
N -0.61435 -0.37276 0.56633  -0.076
C -0.76581 -1.33930 -0.49402  -0.283
C 0.48818 0.61064 0.56507  -0.529
C 1.79849 -0.00960 0.21640  -0.819
C 0.18801 1.95322 -0.17396  -0.115
H 1.25945 2.49581 -0.12007  0.058
H -0.73211 2.63994 0.36977  0.106
H -1.34806 -0.09452 1.11897  0.049
H 1.89620 -0.15058 -0.87390  0.020
H -0.22282 1.58563 -1.16422  0.053
H -0.09310 -2.20370 -0.34432  0.090
H -2.52603 -1.46985 0.66637  0.078
H 1.95549 -1.04799 0.45035  0.030
H -0.55652 -0.90884 -1.52712  0.115
H 0.86282 0.80549 1.63080  0.119
H -2.71509 -1.46078 -1.09578  0.042

Arrangement Q

Entry from the Open Molecules 2025 dataset: an isolated ion of composition C4H11N2S and charge -1 (ωB97M-V/def2-TZVPD).

**SMILES string**: CN[C@@H](CN)C[S-]
**Frontier orbital gap**: 6.19 eV
**Total charge**: -1
**2S+1**: 1

Last column: Löwdin charge in e.
Atoms and positions in Å:
S 2.30211 -0.08230 -0.30214  0.147
N 0.01068 -2.49703 -0.18741  -0.035
N -1.75226 0.79102 0.27302  -0.111
C -0.50777 -0.02795 0.36116  -0.436
C 0.67976 0.71639 -0.25720  -0.768
C -0.92265 -1.38096 -0.27222  -0.283
C -1.63261 2.24617 0.41086  -0.167
H 0.36684 1.06805 -1.24473  0.044
H 0.77603 1.67157 0.30722  0.028
H -0.02074 -2.87405 0.75650  0.043
H 0.95165 -2.11851 -0.28223  -0.052
H -2.63220 2.65654 0.49051  0.060
H -1.11693 -1.18922 -1.32231  0.100
H -1.79558 -1.67219 0.30279  0.090
H -1.15486 2.66620 -0.47091  0.063
H -1.01554 2.57538 1.26056  0.070
H -2.39235 0.48061 0.99036  0.081
H -0.27169 -0.20822 1.42550  0.125

Quick one: most stable of them? arrangement Q